Record 1
The following is a DFT calculation (ωB97M-V/def2-TZVPD) of a molecular structure, C15H27CdN5O6 at a distorted geometry.

Positions of all 54 atoms, in Å:
O1 3.889 -1.192 -3.171
H1 3.970 -0.215 -3.272
Cd1 1.088 0.332 -0.363
N1 0.550 -1.605 -1.327
N2 -0.233 0.849 -2.156
N3 1.416 -0.023 1.755
N4 0.198 2.080 0.828
O2 0.768 -2.766 -0.953
O3 2.103 -1.112 2.302
O4 -0.414 3.216 0.327
O5 -0.671 1.998 -2.487
C1 -0.012 -0.102 -3.130
C2 0.418 -1.374 -2.694
C3 1.044 0.879 2.648
C4 0.394 2.070 2.137
C5 0.806 -2.537 -3.503
H2 1.849 -2.781 -3.288
H3 0.716 -2.346 -4.563
H4 0.203 -3.403 -3.217
C6 -0.169 0.320 -4.535
H5 0.505 1.153 -4.761
H6 -1.187 0.662 -4.733
H7 0.071 -0.499 -5.204
C7 1.274 0.643 4.095
C8 -0.021 3.172 3.056
H8 2.006 -0.164 4.189
H9 0.348 0.348 4.613
H10 1.640 1.547 4.594
H11 -0.759 3.812 2.567
H12 0.828 3.801 3.364
H13 -0.457 2.784 3.984
H14 2.115 -1.814 1.616
H15 -0.614 2.999 -0.623
C9 2.709 1.691 -0.892
H16 3.396 1.022 -1.426
H17 3.145 2.085 0.018
H18 2.408 2.534 -1.501
O6 4.199 -2.458 -0.193
H19 4.458 -2.460 -1.139
H20 4.129 -1.506 0.014
C10 -5.245 -1.304 1.956
C11 -3.896 -0.937 1.405
C12 -2.789 -1.747 1.655
C13 -1.544 -1.395 1.133
N5 -1.393 -0.304 0.393
C14 -2.424 0.484 0.126
C15 -3.701 0.199 0.620
H21 -5.590 -2.283 1.604
H22 -5.251 -1.356 3.050
H23 -5.999 -0.573 1.663
H24 -2.870 -2.646 2.249
H25 -0.653 -2.002 1.298
H26 -2.236 1.353 -0.506
H27 -4.513 0.873 0.378

Computed properties:
E	-40281.248	eV
molar mass	485.82	Da
HOMO energy (spin up / spin down)	-6.71 / -6.67	eV
orbital gap (spin up / spin down)	3.71 / 3.68	eV

Record 2
The following is a DFT calculation (ωB97M-V/def2-TZVPD) of a molecular structure, C15H27Cl2NO5PPd.

Positions of all 52 atoms, in Å:
Pd1 1.382 0.242 -0.083
O1 4.141 0.928 1.015
C1 4.176 2.301 0.794
C2 2.837 3.002 0.629
C3 2.847 4.396 0.623
C4 1.664 5.089 0.487
C5 0.484 4.366 0.376
C6 0.543 2.987 0.388
N1 1.706 2.313 0.494
H1 3.352 0.580 0.516
H2 4.779 2.556 -0.092
H3 4.679 2.759 1.651
H4 3.793 4.914 0.732
H5 1.657 6.172 0.477
H6 -0.476 4.855 0.283
H7 -0.347 2.365 0.325
C7 -0.279 -0.773 -3.548
C8 -1.493 -0.515 -2.668
C9 -2.711 -1.276 -3.187
C10 -1.779 0.986 -2.610
O2 -1.131 -1.028 -1.379
P1 -1.904 -0.600 -0.005
O3 -3.376 -0.755 -0.144
O4 -1.339 0.696 0.485
O5 -1.254 -1.825 0.846
C11 -1.698 -2.172 2.160
C12 -2.931 -3.064 2.043
C13 -0.529 -2.940 2.768
C14 -2.006 -0.938 3.005
H8 -0.473 -0.434 -4.569
H9 -0.046 -1.839 -3.565
H10 0.584 -0.237 -3.148
H11 -2.982 -0.924 -4.186
H12 -3.549 -1.136 -2.505
H13 -2.483 -2.343 -3.238
H14 -1.965 1.366 -3.618
H15 -0.921 1.505 -2.180
H16 -2.649 1.189 -1.985
H17 -2.687 -3.954 1.458
H18 -3.726 -2.523 1.531
H19 -3.274 -3.373 3.034
H20 -0.279 -3.793 2.136
H21 -0.784 -3.299 3.768
H22 0.344 -2.290 2.832
H23 -2.857 -0.392 2.599
H24 -1.149 -0.265 3.012
H25 -2.238 -1.250 4.026
Cl1 1.645 -2.015 -0.706
C15 3.354 -2.209 -0.299
Cl2 3.948 -3.867 -0.642
H26 3.473 -2.022 0.760
H27 3.928 -1.513 -0.896

Computed properties:
E	-65539.530	eV
molar mass	509.68	Da
HOMO energy	-3.90	eV
orbital gap	6.63	eV
charge	-1

Record 3
The following is a DFT calculation (ωB97M-V/def2-TZVPD) of a molecular structure, C15H27F6N3NaO2Ta at a distorted geometry.

Positions of all 55 atoms, in Å:
N1 1.835 -0.425 -0.073
C1 2.873 -0.927 0.316
O1 3.869 -1.477 0.642
Na1 1.402 -0.490 -2.548
Ta1 -0.220 -0.249 -0.011
N2 -0.418 -1.757 -1.313
N3 -0.179 1.452 -0.972
C2 -0.281 -3.209 -0.931
C3 0.452 2.783 -1.114
C4 0.919 -3.767 -1.700
C5 -1.592 -3.924 -1.263
C6 -0.031 -3.346 0.566
C7 0.109 3.361 -2.495
C8 -0.073 3.746 -0.036
C9 1.952 2.604 -0.967
H1 0.844 -3.631 -2.789
H2 1.011 -4.842 -1.495
H3 1.853 -3.295 -1.362
H4 -2.430 -3.422 -0.766
H5 -1.571 -4.956 -0.892
H6 -1.812 -3.961 -2.335
H7 0.884 -2.828 0.889
H8 0.103 -4.417 0.785
H9 -0.891 -2.999 1.157
H10 0.393 2.655 -3.285
H11 0.657 4.303 -2.646
H12 -0.964 3.564 -2.597
H13 -1.144 3.947 -0.151
H14 0.457 4.708 -0.119
H15 0.077 3.367 0.980
H16 2.233 2.121 -0.025
H17 2.433 3.593 -1.009
H18 2.365 1.994 -1.782
C10 -1.691 1.408 -1.182
H19 -2.151 0.489 -0.714
H20 -2.192 2.281 -0.733
H21 -1.927 1.370 -2.260
C11 -0.910 -1.516 -2.722
H22 -2.010 -1.614 -2.801
H23 -0.685 -0.476 -3.077
H24 -0.425 -2.230 -3.416
C12 1.021 1.393 2.807
C13 -0.227 0.577 3.005
O2 -0.535 -0.240 1.832
C14 -0.057 -0.471 4.164
F1 0.168 0.108 5.381
F2 -1.117 -1.290 4.272
F3 1.029 -1.262 3.875
C15 -1.528 1.417 3.168
F4 -1.521 2.346 4.156
F5 -1.731 2.089 1.979
F6 -2.608 0.622 3.329
H25 1.866 0.708 2.932
H26 1.076 2.201 3.554
H27 1.039 1.817 1.792

Computed properties:
E	-46819.783	eV
molar mass	599.33	Da
HOMO energy	-16.73	eV
orbital gap	9.00	eV
charge	+2